DFT (ωB97M-V/def2-TZVPD) results for a molecular structure, C25H49LuNO2SSi2 in a non-equilibrium geometry.

```
81
Properties=species:S:1:pos:R:3:forces:R:3:lowdin_charge:R:1
O -0.71526 -1.33732 -2.71662 0.7 -1.1 -1.8 -0.38
O 0.46600 0.85980 -6.24310 -0.1 0.1 -0.1 -0.20
C 0.18807 -2.51028 -3.12856 -0.7 0.9 0.3 -0.16
C -0.58912 -3.79836 -3.00490 0.0 -0.2 0.1 -0.06
H 1.05041 -2.44412 -2.45589 -0.3 0.0 -0.1 0.11
H 0.49133 -2.27563 -4.15042 0.1 -0.2 0.3 0.11
H -0.88690 -4.01687 -1.97018 0.1 0.1 -0.2 0.08
H 0.02458 -4.63518 -3.35149 0.0 0.1 0.0 0.10
H -1.48938 -3.76406 -3.62495 0.2 -0.1 0.2 0.07
C -1.76092 -0.97518 -3.70535 -0.1 0.0 0.2 -0.20
C -1.55344 -1.51419 -5.10151 0.0 0.1 -0.3 -0.06
H -1.75415 0.11743 -3.71608 0.0 -0.1 -0.1 0.11
H -2.72584 -1.30911 -3.29677 0.2 0.0 0.0 0.12
H -0.61081 -1.16834 -5.53385 -0.2 0.0 0.0 0.07
H -2.34647 -1.09524 -5.73355 0.1 -0.1 0.2 0.11
H -1.62381 -2.60408 -5.16368 0.0 0.3 0.0 0.08
C 0.06646 2.04711 -5.56328 0.2 -0.2 -0.1 -0.28
C 1.85709 0.55541 -6.34500 -0.1 -0.1 0.0 -0.27
C -1.18099 2.61015 -6.23263 0.1 0.0 0.1 -0.07
H 0.88458 2.78769 -5.58676 -0.2 -0.2 0.0 0.12
H -0.14263 1.79130 -4.50474 0.1 0.2 -0.2 0.10
H -1.03215 2.69262 -7.31549 0.0 0.0 0.2 0.08
H -1.37546 3.61095 -5.83562 -0.1 -0.1 0.0 0.08
H -2.06044 1.97951 -6.04917 0.2 0.1 -0.1 0.07
C 2.40449 0.79377 -7.74628 -0.2 0.1 0.0 -0.07
H 1.93147 -0.51456 -6.09262 0.2 0.3 0.0 0.11
H 2.45380 1.13924 -5.62689 -0.2 -0.2 0.0 0.11
H 1.79482 0.30358 -8.51441 0.1 0.1 0.2 0.08
H 3.41822 0.39598 -7.80322 0.0 0.0 0.0 0.08
H 2.45146 1.86526 -7.96888 -0.1 -0.2 0.0 0.08
H 2.10599 2.81211 -1.94135 0.1 0.4 0.0 0.02
Lu -1.09641 -1.14760 -0.63752 1.0 -0.2 0.4 1.51
C 2.38047 1.76894 -1.97798 -0.5 -0.9 0.0 -0.18
Si 3.86393 1.29638 -0.92062 0.3 -0.1 0.1 0.47
H 2.48973 1.45901 -3.02774 0.1 0.2 0.2 0.02
H 1.51246 1.20894 -1.58764 0.1 0.1 -0.1 0.00
C 4.74495 -0.18714 -1.67403 0.0 0.0 -0.1 -0.18
C 3.28206 0.73500 0.78536 -0.1 0.1 0.1 -0.18
C 5.03074 2.76842 -0.82690 0.1 0.0 0.0 -0.18
C -3.01544 -2.13276 -0.17784 -0.3 -0.3 0.1 -0.40
Si -3.95646 -0.53476 -0.26125 -1.2 -1.2 0.6 0.36
H -3.02206 -2.58762 0.82719 -0.1 0.2 -0.3 0.01
H -3.37154 -2.88607 -0.89843 0.0 0.3 0.1 0.00
C -5.44871 -0.69122 -1.38407 0.0 0.1 -0.1 -0.18
C -2.90438 0.87734 -0.99714 0.4 0.5 -0.4 -0.21
C -4.49732 0.01359 1.44307 0.0 0.1 0.1 -0.17
H 4.87854 3.44762 -1.67828 0.1 -0.2 0.2 0.03
H 6.07597 2.42626 -0.84990 -0.3 0.2 0.1 0.03
H 4.86960 3.33269 0.10144 0.1 0.0 -0.2 0.03
H 4.32156 -1.12353 -1.28108 0.1 0.2 -0.2 0.02
H 5.81539 -0.16148 -1.42350 -0.3 -0.1 -0.1 0.03
H 4.64737 -0.19411 -2.76873 0.1 0.0 0.2 0.02
H 2.83008 -0.26797 0.74898 0.1 0.2 -0.1 0.02
H 2.53511 1.41999 1.20794 0.1 -0.1 0.0 0.02
H 4.13185 0.69196 1.48033 -0.2 0.0 -0.1 0.04
H -3.43016 1.16541 -1.91683 0.2 0.1 0.1 0.05
H -1.82696 0.81026 -1.29649 -0.6 0.5 0.0 -0.01
H -2.96691 1.72172 -0.29944 0.1 -0.1 -0.2 0.04
H -5.29264 0.76768 1.35784 0.2 -0.1 0.1 0.04
H -3.66689 0.44395 2.01982 -0.2 -0.1 0.0 0.02
H -4.89271 -0.84787 1.99911 0.1 0.2 -0.1 0.05
H -6.23165 0.01727 -1.08041 0.1 -0.2 -0.2 0.04
H -5.85418 -1.70946 -1.32692 0.0 0.3 0.0 0.04
H -5.17793 -0.48323 -2.42837 -0.2 -0.1 0.1 0.03
S 0.81527 -3.08192 2.88257 0.3 0.0 -0.4 1.05
C 1.54870 -4.04304 1.66432 -0.3 0.4 -0.9 -0.38
C 1.30404 -3.53968 0.38388 -0.1 -0.4 1.5 -0.21
C 0.51859 -2.35926 0.40002 0.2 0.4 -0.4 -0.32
C 0.22813 -1.94450 1.68873 0.2 -1.1 0.2 -0.58
C -0.35399 -0.67470 2.08657 0.0 1.3 -0.1 -0.30
C -0.60650 -0.31389 3.42376 -0.1 -0.1 -0.2 -0.01
C -0.90989 1.00074 3.73814 0.0 -0.2 -0.2 -0.03
C -0.92224 1.95800 2.71796 0.0 0.2 -0.5 -0.05
C -0.72567 1.55673 1.39955 -0.2 -1.0 0.7 -0.12
N -0.51957 0.25034 1.07506 0.2 0.5 1.2 -0.04
H 2.11705 -4.93165 1.92575 -0.2 0.2 0.0 0.07
H 1.68556 -3.99997 -0.52392 -0.1 -0.1 0.2 0.09
H -0.54990 -1.08341 4.19160 0.0 0.2 -0.1 0.11
H -1.11754 1.28940 4.76968 0.1 -0.1 -0.3 0.13
H -1.10647 3.01089 2.92426 0.1 -0.3 0.0 0.12
H -0.72554 2.26803 0.57480 -0.1 -0.2 0.2 0.12
```
Positions in Å, forces in eV/Å.

Orbital gap in eV: 7.8
ΔE to the lowest compared entry with this formula, charge and spin in eV: 0.000
Electronic energy in Ha: -3399.7335
Net charge: +1

---

DFT (ωB97M-V/def2-TZVPD) results for a molecular structure, C25H50FInNO3 in a non-equilibrium geometry.

```
81
Properties=species:S:1:pos:R:3:forces:R:3:lowdin_charge:R:1
C 9.07585 0.25381 1.61019 0.2 -0.4 0.6 -0.17
C 8.41075 1.76448 1.85821 0.3 -1.5 -0.8 -0.26
C 6.88766 1.76099 1.22297 0.5 -0.2 0.9 -0.24
C 6.23746 3.26489 1.15593 0.0 -0.7 -1.3 -0.21
C 5.61124 3.44623 -0.36171 -0.1 1.6 -0.2 -0.23
C 4.18386 4.28184 -0.39468 0.5 -0.5 0.2 -0.23
C 2.89306 3.33545 0.00944 0.2 0.5 -0.8 -0.21
C 1.84666 3.32596 -1.27432 -0.2 -0.4 0.0 -0.24
C 0.27766 3.13682 -0.80455 0.5 -0.5 -0.1 -0.29
C -0.36380 1.81265 -1.59529 1.4 0.8 0.7 -0.30
In -2.21088 1.09028 -0.49106 -0.1 0.9 0.3 0.87
F -1.91549 1.51458 1.59352 -0.2 -0.3 -1.3 -0.55
C -4.13059 2.16560 -1.06528 -1.3 -0.3 0.0 -0.31
C -5.17655 2.27809 0.23508 0.7 0.3 -1.5 -0.29
C -6.67931 2.43296 -0.43013 0.8 0.5 0.1 -0.21
C -7.68145 3.44536 0.38534 -0.4 0.1 -1.4 -0.20
N -8.23093 2.88962 1.68319 -2.8 -1.4 2.5 -0.17
C -9.70479 2.43962 1.66665 0.9 -1.0 5.0 -0.07
C -10.15169 1.90048 3.17965 5.6 2.4 -2.7 -0.09
C -8.75050 2.09568 4.02541 -0.4 1.0 -4.1 -0.11
C -7.57754 2.71605 3.05064 -5.4 -1.7 0.4 -0.04
O -2.59223 -0.96524 -0.66352 1.9 -0.7 -2.1 -0.40
C -1.61250 -1.64439 -1.53595 -0.7 -1.1 0.8 -0.28
C -1.07866 -2.96328 -0.65702 -1.1 0.8 -0.1 -0.34
C -2.25642 -4.11002 -0.51546 0.6 0.0 0.7 -0.09
O -0.74754 -2.39723 0.69297 -1.2 -2.1 -0.6 -0.13
H 8.58022 -0.31202 0.69522 1.1 1.4 1.8 0.07
H 8.92427 -0.45861 2.55337 0.2 1.6 -2.0 0.07
H 10.24748 0.33798 1.46357 -2.5 -0.2 0.1 0.07
H 9.13130 2.50731 1.26786 -1.8 -1.3 1.5 0.11
H 8.42604 1.94015 3.02131 -0.1 0.1 -2.4 0.11
H 6.96040 1.25931 0.14787 -0.2 1.2 2.3 0.11
H 6.20922 1.05043 1.89980 1.5 1.5 -1.5 0.13
H 7.10442 4.04354 1.26545 -1.8 -1.4 0.0 0.10
H 5.39979 3.44183 1.96470 1.8 -0.4 -1.6 0.12
H 5.47409 2.43835 -0.94795 0.2 1.9 1.4 0.11
H 6.38309 4.10104 -0.98330 -1.5 -1.5 1.2 0.11
H 4.19258 5.20166 0.34345 0.3 -1.8 -1.4 0.11
H 4.08686 4.72170 -1.47901 -0.1 -0.9 2.1 0.09
H 3.19829 2.21258 0.24246 -0.5 2.4 -0.4 0.12
H 2.43288 3.79342 0.98848 0.6 -1.0 -2.0 0.11
H 2.00358 4.27460 -1.97606 -0.3 -1.8 1.7 0.10
H 2.10182 2.38992 -1.95401 -0.4 1.9 1.4 0.10
H 0.31222 2.95064 0.37147 -0.4 0.4 -2.6 0.10
H -0.34386 4.11811 -1.03835 1.2 -2.1 0.6 0.11
H 0.45892 0.96520 -1.47686 -1.6 1.7 -0.6 0.04
H -0.53908 2.12895 -2.70852 0.4 -0.9 1.9 0.04
H -4.68041 1.50881 -1.89585 1.2 1.3 1.6 0.04
H -3.94415 3.21636 -1.54481 -0.5 -1.8 0.9 0.03
H -4.83768 3.25621 0.81584 -0.9 -2.2 -0.9 0.11
H -5.04473 1.30550 0.89080 -0.5 2.2 -1.2 0.11
H -6.50551 2.90519 -1.51259 -0.5 -0.9 2.4 0.11
H -7.10854 1.35428 -0.61126 0.5 2.2 0.6 0.12
H -7.21566 4.52763 0.53883 -0.7 -2.5 -0.1 0.13
H -8.62522 3.61599 -0.32525 1.9 -0.4 1.7 0.12
H -10.44286 2.45425 0.74680 2.3 0.2 1.9 0.09
H -11.19988 1.48605 3.54395 2.7 1.1 -1.0 0.07
H -8.67126 1.81149 5.16279 0.2 0.8 -2.6 0.06
H -6.47711 2.99158 3.34468 -2.5 -0.6 -1.1 0.11
H -0.72110 -0.97015 -1.88588 -1.4 -1.2 0.8 0.09
H -2.10623 -2.08604 -2.52138 0.7 0.9 1.8 0.11
H -0.13167 -3.44217 -1.15155 -1.5 0.9 1.1 0.12
H -1.79007 -5.06097 0.01566 -0.9 1.9 -1.1 0.07
H -2.69902 -4.47336 -1.54634 0.8 1.0 2.1 0.08
H -3.08676 -3.68598 0.20924 1.5 -0.8 -1.8 0.09
H -1.52194 -2.59388 1.31663 1.5 0.6 -1.7 0.10
C 2.07634 -6.99874 -3.16330 -0.1 0.1 -0.1 -0.08
C 2.79792 -7.60167 -1.97154 0.1 0.2 0.1 -0.28
O 3.32986 -6.62635 -1.07526 0.1 -0.2 -0.1 -0.17
C 2.38889 -5.74016 -0.47473 0.0 0.0 0.1 -0.27
C 1.33607 -6.44730 0.35982 -0.1 -0.2 0.1 -0.08
H 2.74471 -6.33303 -3.72012 -0.1 -0.1 0.1 0.08
H 1.72638 -7.78835 -3.83650 0.1 0.1 0.1 0.08
H 1.20838 -6.40963 -2.85957 0.0 -0.1 0.0 0.07
H 3.64891 -8.18838 -2.33411 0.0 0.2 0.2 0.11
H 2.15235 -8.30078 -1.42844 -0.1 0.0 0.0 0.10
H 1.92950 -5.10372 -1.23680 -0.1 0.0 0.0 0.10
H 2.96297 -5.07095 0.17797 0.1 -0.2 -0.2 0.12
H 0.72265 -7.12130 -0.24347 0.0 0.1 0.0 0.06
H 0.66836 -5.71845 0.83056 0.1 0.0 -0.1 0.07
H 1.80856 -7.04931 1.14402 0.0 0.1 -0.1 0.08
```
Positions in Å, forces in eV/Å.

Orbital gap in eV: 7.4
Electronic energy in Ha: -1552.5669
Net charge: -1

---

DFT (ωB97M-V/def2-TZVPD) results for a molecular structure, C25H51B2BrCl2FIN3O8P2 in a non-equilibrium geometry.

```
96
Properties=species:S:1:pos:R:3:forces:R:3:lowdin_charge:R:1
C 4.17812 -0.61400 2.48927 -0.2 -0.1 0.5 0.04
C 3.00081 -1.25475 2.66794 0.1 -0.4 -0.1 -0.20
N 1.67646 -0.76486 2.38509 0.2 1.0 0.7 0.05
C 1.52741 0.55876 2.56944 0.0 -0.1 -0.2 -0.31
N 1.79392 1.10717 3.75673 -0.2 0.0 0.1 -0.09
C 1.81384 2.57864 3.90396 0.9 0.3 0.3 -0.23
C 1.11497 3.16244 5.12823 -0.5 0.2 0.0 -0.73
C -0.39772 3.00419 5.11039 0.1 0.1 -0.5 -0.15
Cl 1.50460 4.91733 5.05559 0.1 0.0 0.1 0.67
P 2.27561 -0.00859 5.10526 0.3 -0.3 -0.4 0.68
O 3.40362 0.98907 5.71352 -0.4 0.0 0.2 -0.32
Br 0.66048 0.11387 6.61839 -0.1 0.2 0.1 0.46
N 1.21558 1.35239 1.49405 -0.5 0.3 -0.3 0.10
B 2.38417 1.95767 0.73729 0.1 0.3 -0.1 -0.82
O 2.60699 3.31926 0.77851 0.4 -0.4 0.3 0.18
O 3.17382 1.14843 0.02310 0.1 -0.3 0.5 0.02
C 4.52267 1.53279 -0.27479 0.1 0.0 -0.5 -0.02
C -0.07699 1.00279 0.83450 0.5 -0.4 0.2 -0.40
C -1.16075 1.24666 1.93826 0.0 0.2 0.0 -0.15
C -2.58759 1.78916 1.77842 -0.3 -0.4 0.5 -0.69
C -3.62114 1.07182 0.93717 -0.5 0.4 0.1 -0.11
Cl -2.64607 3.57032 1.52546 0.1 0.0 -0.2 0.65
P -0.30999 2.28736 -0.48650 -1.1 0.3 -0.2 0.71
O -1.58536 2.16991 -1.22007 0.1 -0.2 -0.1 -0.39
C -0.00849 -0.52466 0.36715 0.0 0.5 0.1 -0.56
I 0.79977 -0.55421 -1.64959 0.1 0.0 -0.1 1.30
O -1.33832 -0.99790 0.42082 0.1 -0.1 -0.3 -0.17
C -1.95597 -1.77243 -0.62477 -0.7 -0.3 -0.2 -0.23
C -2.73153 -1.01453 -1.69808 0.3 -0.9 -0.5 -0.19
C -3.01850 -2.00628 -2.85472 0.2 0.7 -0.2 -0.24
C -1.91891 -2.03417 -3.91576 0.0 -0.3 0.1 -0.12
C 0.79756 -1.46799 1.36108 -0.2 -0.7 0.7 -0.12
B -0.38706 -2.14799 2.29448 -0.2 0.0 -0.2 -0.61
O -0.96845 -3.36271 2.00438 -0.2 0.2 0.0 0.18
O -0.71986 -1.53187 3.46483 -0.1 0.3 -0.3 0.05
C -2.10681 -1.69238 3.84945 -0.1 0.0 0.5 -0.19
C -2.52445 -0.62852 4.84112 -0.2 -0.2 0.1 -0.06
C 1.60497 -2.66258 0.79776 -0.1 -0.1 -0.2 -0.33
C 0.99406 -3.64105 -0.19888 0.2 -0.3 -0.3 -0.04
F 2.80915 -2.22985 0.23781 0.0 0.1 0.1 -0.04
H 4.91077 -1.15651 1.89982 0.7 -0.6 1.4 0.09
H 4.48638 0.30859 2.97426 -0.5 0.8 -1.3 0.07
H 3.03385 -2.26405 3.06554 -0.1 -0.6 -1.5 0.13
H 2.86568 2.87105 3.96658 0.0 0.0 0.0 0.11
H 1.40219 3.06295 3.02227 -0.2 -0.3 -0.1 0.11
H 1.53664 2.83358 6.07193 0.1 -0.2 -0.1 0.05
H -0.65908 1.98496 4.82594 -0.1 -0.1 0.3 0.02
H -0.81414 3.66545 4.34680 0.0 0.0 0.0 0.07
H -0.83791 3.27629 6.06623 0.0 -0.1 0.0 0.09
H 3.24831 1.18469 6.65003 0.3 0.1 -0.1 0.06
H 2.92432 3.63575 1.63349 -0.3 0.4 -0.2 0.11
H 4.54504 2.33300 -1.01148 0.0 0.1 0.1 0.10
H 5.04341 1.83347 0.63311 0.0 0.1 0.0 0.10
H 5.02147 0.66382 -0.69580 -0.1 -0.1 0.0 0.10
H -0.70572 1.95819 2.62649 0.1 0.1 -0.1 0.08
H -1.25695 0.33190 2.51715 0.0 -0.1 -0.1 0.10
H -2.96594 1.72031 2.80067 0.1 0.0 0.1 0.08
H -3.54276 -0.00451 1.07423 0.2 -0.1 -0.2 0.07
H -4.60373 1.34964 1.32580 0.0 0.1 -0.1 0.09
H -3.60039 1.37166 -0.10538 0.3 -0.2 -0.1 0.06
H 0.83013 2.30286 -1.30486 0.3 0.0 0.3 0.00
H -0.19901 3.44380 0.29898 0.3 0.0 0.0 0.03
H -1.28020 -2.48185 -1.10561 0.4 0.3 0.2 0.08
H -2.69886 -2.39071 -0.10359 0.1 0.0 0.2 0.14
H -2.14375 -0.19698 -2.11043 -0.2 0.3 0.3 0.07
H -3.69791 -0.69282 -1.32316 0.2 0.4 0.2 0.10
H -3.20883 -3.01107 -2.46702 -0.2 0.0 0.0 0.11
H -3.91455 -1.62950 -3.34953 -0.2 -0.3 0.1 0.11
H -1.79884 -1.05883 -4.38776 0.1 0.0 0.0 0.07
H -2.17115 -2.75029 -4.69895 0.0 0.0 0.0 0.08
H -0.95431 -2.34518 -3.50802 0.0 0.0 0.0 0.03
H -1.63499 -3.33559 1.30778 0.2 -0.2 0.0 0.10
H -2.74209 -1.62054 2.96319 0.1 -0.1 -0.1 0.12
H -2.24760 -2.66833 4.31116 0.0 -0.1 -0.2 0.13
H -2.07144 -0.79638 5.81499 0.2 0.2 0.0 0.04
H -3.60255 -0.72081 4.99092 0.0 0.0 0.0 0.09
H -2.33505 0.38498 4.48981 0.1 0.0 0.0 0.05
H 1.87147 -3.26743 1.66655 0.1 0.1 0.1 0.14
H 1.18704 -3.33726 -1.22280 -0.1 0.2 0.0 0.04
H 1.50943 -4.59335 -0.07185 0.0 0.0 0.1 0.10
H -0.06119 -3.83856 -0.07194 0.0 0.1 0.1 0.07
C -1.66406 -0.81364 -9.04921 0.1 -0.1 0.1 -0.08
C -1.35392 0.24502 -8.00592 0.0 0.1 -0.1 -0.28
O -0.60960 -0.23483 -6.89695 0.0 0.0 0.1 -0.18
C 0.66534 -0.77681 -7.19356 0.1 -0.1 0.0 -0.28
C 1.62364 0.20151 -7.85053 -0.1 0.1 0.0 -0.08
H -2.18180 -1.65920 -8.59394 0.0 0.0 0.0 0.08
H -2.30085 -0.39238 -9.82737 0.0 0.0 0.0 0.08
H -0.76152 -1.19390 -9.52926 0.0 0.0 0.0 0.07
H -2.28277 0.62426 -7.57958 0.0 0.0 0.0 0.12
H -0.84669 1.09964 -8.46704 0.0 0.0 0.0 0.11
H 0.56677 -1.68299 -7.80181 0.0 0.0 0.0 0.11
H 1.06872 -1.08970 -6.22874 0.0 0.0 0.0 0.11
H 1.27973 0.51014 -8.83813 0.0 0.0 0.0 0.07
H 2.60372 -0.26138 -7.97017 0.0 0.0 0.0 0.08
H 1.73146 1.09915 -7.23967 0.0 0.0 0.0 0.08
```
Positions in Å, forces in eV/Å.

Orbital gap in eV: 7.4
Electronic energy in Ha: -6373.6125
Net charge: +1